# C11H20N2S

A structure of composition C11H20N2S in a non-equilibrium geometry (ωB97M-V/def2-TZVPD, the Open Molecules 2025 dataset).

```
34
C11H20N2S | the Open Molecules 2025 dataset | ωB97M-V/def2-TZVPD
C -1.796 0.017 1.228
C -2.212 -0.037 -0.211
C 2.481 -0.721 -1.275
C -0.332 -0.183 1.238
C -1.136 0.762 -0.948
C 0.200 0.113 -0.577
C 3.466 -1.157 -0.158
C 0.414 0.515 2.337
C -0.052 -1.743 1.434
C -1.075 2.232 -0.570
C -1.448 0.708 -2.479
N 1.336 -1.572 -1.543
N 0.281 -1.149 -1.119
S 1.762 0.927 -0.755
H -2.057 0.936 1.773
H -2.212 -0.708 1.823
H -2.087 -1.079 -0.474
H -3.179 0.303 -0.427
H 3.086 -0.561 -2.130
H 4.227 -0.443 -0.056
H 3.794 -2.157 -0.253
H 3.036 -1.255 0.900
H 1.479 0.763 2.208
H 0.303 0.089 3.328
H -0.004 1.489 2.421
H 0.982 -1.842 1.617
H -0.461 -2.304 0.625
H -0.536 -2.028 2.253
H -0.467 2.811 -1.239
H -0.803 2.441 0.417
H -2.091 2.596 -0.662
H -1.503 -0.195 -3.014
H -0.934 1.339 -3.162
H -2.459 1.091 -2.549
```

Properties
E_tot (hartree): -938.72531
HOMO-LUMO gap (hartree): 0.3246
2S+1: 1
Relative energy (zero: lowest compared OMol25 entry of this formula, charge and spin) (kcal/mol): 86.77
LUMO level (eV): 0.5969